(1)
This record from the Open Molecules 2025 dataset describes an isolated ion of composition C3H8NO and charge +1. The level of theory is the ωB97M-V functional and the def2-TZVPD basis.

Structure (XYZ):
```
13
Properties=species:S:1:pos:R:3
C -1.014 -1.154 0.329
N 0.352 -0.598 0.454
C 0.485 0.892 0.404
C 0.598 1.280 -1.081
O 0.853 0.408 -1.868
H -1.568 -0.562 -0.415
H -1.622 -1.073 1.221
H -1.030 -2.099 -0.203
H 0.750 -0.912 -0.451
H 0.986 -0.990 1.137
H 1.274 1.216 1.075
H -0.472 1.274 0.773
H 0.408 2.317 -1.375
```

As for the orbital gap: 11.7 eV. The value obtained for the HOMO energy is -15.61 eV. The charge is +1.

---

(2)
This record from the Open Molecules 2025 dataset describes a 2-piece molecular cluster, C3H8NO overall. The level of theory is the ωB97M-V functional and the def2-TZVPD basis.

Structure (XYZ):
```
13
Properties=species:S:1:pos:R:3
C 1.048 2.005 0.962
N 0.493 1.724 -0.145
H 1.771 2.795 1.027
H 1.178 1.117 1.632
H -0.081 0.878 -0.150
H 0.562 2.351 -1.022
C 0.082 -2.111 -0.928
C -1.070 -1.552 -0.409
O -1.066 -0.225 0.268
H 0.013 -3.169 -0.848
H 0.726 -1.309 -1.342
H -1.939 -2.138 -0.087
H -1.716 -0.368 1.042
```

As for the orbital gap: 8.0 eV. The value obtained for the HOMO energy is -13.28 eV. The charge is +1.

---

(3)
This record from the Open Molecules 2025 dataset describes an isolated ion of composition C3H8NO2 and charge -1. The level of theory is the ωB97M-V functional and the def2-TZVPD basis.

Structure (XYZ):
```
14
Properties=species:S:1:pos:R:3
N -0.123 -1.497 0.420
C -0.284 -0.190 -0.247
C -1.468 0.567 0.437
O -1.615 1.840 0.067
C 0.952 0.660 -0.152
O 2.119 0.092 -0.812
H 0.483 -2.099 -0.132
H 0.208 -1.430 1.374
H -0.571 -0.453 -1.269
H -2.331 -0.117 0.191
H -1.223 0.416 1.533
H 0.741 1.621 -0.597
H 1.234 0.753 0.893
H 1.877 -0.163 -1.706
```

As for the orbital gap: 6.2 eV. The value obtained for the HOMO energy is -2.36 eV. The charge is -1.

---

(4)
This record from the Open Molecules 2025 dataset describes a 2-piece molecular cluster, C3H8NO2 overall. The level of theory is the ωB97M-V functional and the def2-TZVPD basis.

Structure (XYZ):
```
14
Properties=species:S:1:pos:R:3
C -0.985 1.100 -1.063
N 0.077 0.635 -0.179
C 1.341 0.378 -1.024
O 1.708 1.348 -1.818
H -0.838 2.130 -1.397
H -1.965 0.997 -0.581
H -0.980 0.480 -1.968
H 0.352 1.438 0.380
H 1.062 -0.593 -1.524
H 2.084 0.098 -0.226
O -1.291 -1.720 2.629
C -0.642 -1.850 1.619
H 0.316 -2.399 1.645
H -0.969 -1.396 0.679
```

As for the orbital gap: 6.5 eV. The value obtained for the HOMO energy is -2.67 eV. The charge is -1.

---

(5)
This record from the Open Molecules 2025 dataset describes a 2-piece molecular cluster, C3H8NO2 overall. The level of theory is the ωB97M-V functional and the def2-TZVPD basis.

Structure (XYZ):
```
14
Properties=species:S:1:pos:R:3
C -1.648 -0.338 -1.869
O -0.811 -0.007 -0.850
H -1.264 -1.202 -2.504
H -2.643 -0.686 -1.478
H -1.817 0.501 -2.568
O 0.022 1.420 2.723
C 0.107 0.759 1.680
C 1.501 0.444 0.990
N 1.468 -0.770 0.233
H -0.758 0.506 0.959
H 1.773 1.299 0.350
H 2.203 0.370 1.859
H 1.362 -1.617 0.765
H 0.506 -0.678 -0.290
```

As for the orbital gap: 7.5 eV. The value obtained for the HOMO energy is -3.32 eV. The charge is -1.

---

(6)
This record from the Open Molecules 2025 dataset describes a 2-piece molecular cluster, C3H8NO2 overall. The level of theory is the ωB97M-V functional and the def2-TZVPD basis.

Structure (XYZ):
```
14
Properties=species:S:1:pos:R:3
C -0.431 -0.924 -0.762
C -0.335 0.522 -0.659
C -0.251 2.856 -0.474
N 0.856 -2.419 1.265
O -1.481 0.121 -0.305
O 0.296 1.538 -0.796
H -0.500 -1.537 -1.626
H 0.032 -1.601 0.093
H 0.243 3.316 0.429
H -1.270 2.726 -0.292
H 0.089 3.438 -1.460
H 0.777 -3.335 0.827
H 0.118 -2.312 1.980
H 1.857 -2.387 1.780
```

As for the orbital gap: 10.7 eV. The value obtained for the HOMO energy is -14.21 eV. The charge is +1.

---

(7)
This record from the Open Molecules 2025 dataset describes an isolated ion of composition C3H8NO2S and charge -1. The level of theory is the ωB97M-V functional and the def2-TZVPD basis.

Structure (XYZ):
```
15
Properties=species:S:1:pos:R:3
C -1.068 0.175 1.457
C -0.585 -0.124 0.114
C -0.690 -1.586 -0.165
S 1.063 0.467 -0.175
N 0.921 1.284 -1.739
O 2.217 -0.429 -0.406
O 1.430 1.569 0.828
H -0.466 -0.310 2.163
H -1.133 1.243 1.659
H -2.176 -0.013 1.350
H 0.124 -1.683 -0.959
H -1.547 -1.693 -0.879
H -0.446 -2.246 0.576
H 1.663 1.163 -2.355
H 0.693 2.182 -1.469
```

As for the orbital gap: 6.3 eV. The value obtained for the HOMO energy is -2.37 eV. The charge is -1.

---

(8)
This record from the Open Molecules 2025 dataset describes a 2-piece molecular cluster, C3H8NO2S overall. The level of theory is the ωB97M-V functional and the def2-TZVPD basis.

Structure (XYZ):
```
15
Properties=species:S:1:pos:R:3
C 0.315 0.780 -1.334
C 1.319 -0.255 -0.851
S 1.721 -0.893 0.915
C -0.998 0.644 -0.444
N -0.837 1.298 0.781
O -2.029 0.051 -0.673
H -0.082 0.568 -2.305
H 0.833 1.740 -1.375
H 2.248 0.203 -1.052
H 1.345 -1.243 -1.351
H -1.601 1.013 1.433
H 0.101 1.070 1.153
H -0.275 -2.003 2.238
H -1.016 -1.159 1.109
O -1.044 -1.814 1.755
```

As for the orbital gap: 6.9 eV. The value obtained for the HOMO energy is -2.90 eV. The charge is -1.

---

(9)
This record from the Open Molecules 2025 dataset describes a 2-piece molecular cluster, C3H8NO2S overall. The level of theory is the ωB97M-V functional and the def2-TZVPD basis.

Structure (XYZ):
```
15
Properties=species:S:1:pos:R:3
N 2.564 1.783 0.260
C 1.443 0.935 0.269
O 0.364 1.419 -0.221
O 1.579 -0.195 0.789
H 3.307 1.572 0.914
H 2.350 2.778 0.135
H -0.911 0.832 0.887
C -1.392 -1.040 -1.181
C -1.216 -1.375 0.306
S -1.805 -0.058 1.405
H -0.825 -0.127 -1.436
H -2.482 -0.837 -1.399
H -1.047 -1.865 -1.803
H -0.160 -1.525 0.531
H -1.769 -2.298 0.545
```

As for the orbital gap: 8.1 eV. The value obtained for the HOMO energy is -4.40 eV. The charge is -1.

---

(10)
This record from the Open Molecules 2025 dataset describes a 2-piece molecular cluster, C3H8NO3 overall. The level of theory is the ωB97M-V functional and the def2-TZVPD basis.

Structure (XYZ):
```
15
Properties=species:S:1:pos:R:3
C 1.372 -0.848 -0.403
N 0.257 -0.056 -0.155
C -0.296 0.241 1.185
O 0.473 0.186 2.136
O -1.536 0.297 1.228
C 1.979 -0.649 -1.802
H 2.126 -0.758 0.469
H 1.093 -1.941 -0.334
H -0.094 0.413 -1.008
H 3.030 -0.569 -1.545
H 1.718 0.230 -2.322
H 1.617 -1.492 -2.445
H -1.653 0.221 -1.650
H -2.168 0.673 -0.464
O -2.163 0.912 -1.301
```

As for the orbital gap: 7.8 eV. The value obtained for the HOMO energy is -3.96 eV. The charge is -1.

---

(11)
This record from the Open Molecules 2025 dataset describes a 2-piece molecular cluster, C3H8NO3 overall. The level of theory is the ωB97M-V functional and the def2-TZVPD basis.

Structure (XYZ):
```
15
Properties=species:S:1:pos:R:3
O -1.854 -1.663 0.534
C -1.082 -1.125 -0.287
O -0.912 -1.391 -1.493
C -0.064 -0.061 0.293
C -0.942 1.033 0.955
N 0.956 0.366 -0.669
H 0.483 -0.524 1.101
H -1.416 0.474 1.758
H -0.428 1.933 1.352
H -1.641 1.589 0.319
H 1.235 -0.479 -1.166
H 0.523 0.896 -1.421
H 2.644 1.844 -0.364
H 2.236 1.573 0.976
O 2.955 2.026 0.520
```

As for the orbital gap: 8.2 eV. The value obtained for the HOMO energy is -4.14 eV. The charge is -1.

---

(12)
This record from the Open Molecules 2025 dataset describes C3H8NO3 as an isolated structure. The level of theory is the ωB97M-V functional and the def2-TZVPD basis.

Structure (XYZ):
```
15
Properties=species:S:1:pos:R:3
O -1.323 0.418 1.239
C -0.390 1.129 0.762
N 0.519 0.633 -0.091
C 0.117 -0.630 -0.543
O 1.152 -1.277 -1.411
C -0.365 2.528 1.090
H 0.549 0.658 1.247
H -0.813 -0.667 -1.114
H 0.023 -1.311 0.346
H 0.689 2.738 1.237
H -0.686 2.958 0.136
H -1.021 2.848 1.922
H 0.849 -2.197 -1.532
H 0.608 -4.290 -1.537
O 0.092 -3.538 -1.750
```

As for the orbital gap: 6.3 eV. The value obtained for the HOMO energy is -3.21 eV. The charge is -1.

---

(13)
This record from the Open Molecules 2025 dataset describes a 2-piece molecular cluster, C3H8NO3 overall. The level of theory is the ωB97M-V functional and the def2-TZVPD basis.

Structure (XYZ):
```
15
Properties=species:S:1:pos:R:3
O -2.187 1.266 0.729
C -1.143 1.149 0.074
O -0.699 2.011 -0.653
C -0.220 -0.214 0.156
C 0.622 -0.027 1.384
N 0.712 -0.263 -1.016
H -0.779 -1.172 0.391
H 0.234 -0.311 2.413
H 1.538 -0.703 1.374
H 0.856 1.037 1.483
H 0.165 -0.499 -1.791
H 1.118 0.617 -1.143
H 2.731 -3.199 -0.479
H 1.735 -2.034 -0.705
O 1.868 -2.945 -0.590
```

As for the orbital gap: 7.6 eV. The value obtained for the HOMO energy is -3.85 eV. The charge is -1.

---

(14)
This record from the Open Molecules 2025 dataset describes a 2-piece molecular cluster, C3H8NO3 overall. The level of theory is the ωB97M-V functional and the def2-TZVPD basis.

Structure (XYZ):
```
15
Properties=species:S:1:pos:R:3
O 1.702 0.787 -2.932
C 1.235 0.165 -1.948
O 1.163 -1.057 -1.731
C 0.602 1.090 -0.813
C 1.113 0.693 0.557
N -0.844 1.122 -0.797
H 0.979 2.089 -1.062
H 2.208 0.734 0.579
H 0.696 1.296 1.373
H 0.848 -0.347 0.782
H -1.243 1.405 -1.683
H -1.240 0.215 -0.559
H -3.153 -2.985 2.854
H -1.828 -2.473 2.266
O -2.238 -2.734 3.115
```

As for the orbital gap (alpha / beta): 2.9 / 7.7 eV. The spin multiplicity is 2. The value obtained for the HOMO energy (alpha / beta) is 3.57 / -1.30 eV. The charge is -2.

---

(15)
This record from the Open Molecules 2025 dataset describes a 3-piece molecular cluster, C3H8NOS overall. The level of theory is the ωB97M-V functional and the def2-TZVPD basis.

Structure (XYZ):
```
14
Properties=species:S:1:pos:R:3
C -0.041 -0.028 0.645
C -0.809 0.608 -0.287
S -3.362 -0.651 -0.018
N 1.304 0.350 0.810
C 2.246 0.131 -0.384
O 3.428 0.656 -0.121
H -0.345 -0.927 1.163
H 4.021 -0.501 -2.396
H -1.882 0.590 0.057
H -0.736 0.496 -1.355
H 3.836 -1.138 -2.065
H 1.602 -0.037 1.698
H 2.236 -0.993 -0.464
H 1.667 0.534 -1.247
```

As for the orbital gap: 5.1 eV. The value obtained for the HOMO energy is -3.72 eV. The charge is -1.

---

(16)
This record from the Open Molecules 2025 dataset describes an isolated ion of composition C3H8NOS and charge -1. The level of theory is the ωB97M-V functional and the def2-TZVPD basis.

Structure (XYZ):
```
14
Properties=species:S:1:pos:R:3
O -1.290 1.567 1.252
C -1.188 1.533 0.000
N 0.034 0.839 -1.082
C 0.918 -0.354 -0.613
C 0.278 -0.900 0.752
S 0.934 -2.441 1.547
H -2.160 1.087 -0.623
H -0.895 2.550 -0.394
H 0.817 1.401 -1.731
H 0.924 -1.052 -1.529
H 1.921 -0.053 -0.536
H 0.403 -0.077 1.508
H -0.815 -0.824 0.553
H 0.118 -3.275 0.896
```

As for the orbital gap: 5.9 eV. The value obtained for the HOMO energy is -2.69 eV. The charge is -1.

---

(17)
This record from the Open Molecules 2025 dataset describes an isolated ion of composition C3H8NOS and charge -1. The level of theory is the ωB97M-V functional and the def2-TZVPD basis.

Structure (XYZ):
```
14
Properties=species:S:1:pos:R:3
O 1.694 -1.610 -0.108
C 1.812 -0.310 -0.241
N 1.104 0.587 0.711
C -0.322 0.801 0.546
C -1.037 -0.309 -0.218
S -2.869 -0.286 -0.089
H 1.374 -0.008 -1.249
H 2.891 0.113 -0.203
H 1.315 0.374 1.677
H -0.619 1.767 0.108
H -0.805 0.926 1.531
H -0.768 -1.270 0.216
H -0.769 -0.200 -1.254
H -3.001 -0.574 -1.427
```

As for the orbital gap: 5.7 eV. The value obtained for the HOMO energy is -2.49 eV. The charge is -1.

---

Strongest force on any atom readings, ordered: 1.82 5.53 1.20 0.50 2.58 4.82 6.63 4.76 1.31 7.70 1.32 5.86 3.89 1.14 4.14 4.18 1.28 eV/Å
Relative energy (zero: lowest compared OMol25 entry of this formula, charge and spin) readings, ordered: 11.8 60.4 61.7 75.4 68.1 108.0 109.4 44.6 10.0 36.6 17.4 140.8 29.7 1.2 168.1 96.8 51.8 kcal/mol
Calculated total energy readings, ordered: -6770.6598 -6768.5502 -8825.1181 -8824.5211 -8824.8402 -8815.2691 -19659.0781 -19661.8880 -19663.3884 -10874.2008 -10875.0322 -10869.6823 -10874.4989 -10871.4167 -17607.7160 -17610.8067 -17612.7619 eV